{
  "formula": "C32H67BF10N14O27P",
  "method": "ωB97M-V/def2-TZVPD",
  "symbols": ["C", "C", "N", "C", "N", "C", "O", "C", "C", "C", "C", "C", "F", "F", "C", "F", "F", "C", "F", "F", "C", "F", "F", "F", "C", "C", "C", "F", "C", "P", "O", "O", "O", "C", "C", "O", "C", "C", "O", "C", "C", "N", "B", "N", "O", "H", "H", "H", "H", "H", "H", "H", "H", "H", "H", "H", "H", "H", "H", "H", "H", "H", "H", "H", "H", "H", "H", "H", "H", "H", "H", "H", "H", "H", "H", "H", "H", "H", "H", "H", "H", "H", "C", "N", "O", "O", "H", "H", "H", "C", "N", "O", "O", "H", "H", "H", "C", "N", "O", "O", "H", "H", "H", "C", "N", "O", "O", "H", "H", "H", "C", "N", "O", "O", "H", "H", "H", "C", "N", "O", "O", "H", "H", "H", "C", "N", "O", "O", "H", "H", "H", "C", "N", "O", "O", "H", "H", "H", "C", "N", "O", "O", "H", "H", "H", "C", "N", "O", "O", "H", "H", "H"],
  "xyz": [[-5.1935, -0.6281, -3.0614], [-4.5142, 0.3106, -2.3916], [-4.1336, 0.0438, -1.0089], [-2.9407, -0.2674, -0.5679], [-1.8554, -0.3355, -1.3465], [-1.7882, -1.1689, -2.5072], [-1.7460, -0.3380, -3.6452], [-1.8806, -1.0998, -4.8390], [-0.6350, 0.0848, -0.6616], [0.1658, -0.9619, 0.1317], [0.0633, -2.4283, -0.2759], [0.4633, -3.3927, 0.8233], [-0.0077, -4.6285, 0.4694], [-0.1624, -3.0889, 1.9925], [2.0067, -3.4635, 1.0901], [2.2167, -3.1944, 2.4027], [2.6891, -2.5307, 0.3869], [2.6488, -4.8340, 0.7839], [2.1384, -5.8018, 1.5623], [2.4014, -5.1382, -0.5181], [4.2018, -4.8604, 0.9411], [4.8142, -4.1969, -0.0452], [4.5987, -4.4020, 2.1332], [4.5714, -6.1565, 0.8532], [-0.9748, 1.3213, 0.2607], [0.3603, 1.6776, 0.9598], [0.5429, 3.1090, 1.4178], [1.8304, 3.1847, 1.9604], [-1.3155, 2.4804, -0.7135], [-2.2740, 3.9112, -0.1400], [-1.6176, 5.1435, -0.5861], [-3.7447, 3.7704, -0.7693], [-2.4636, 3.9187, 1.4510], [-2.1468, 0.9408, 1.2113], [-1.8685, 0.9957, 2.6878], [-1.1236, -0.1319, 3.1009], [-0.9448, -0.2232, 4.5102], [-1.2786, -1.6391, 4.9572], [-0.1876, -2.2065, 5.6276], [-0.5880, -3.3642, 6.3577], [-0.9637, -4.5498, 5.4834], [-2.6791, -0.4028, 0.7889], [-3.7435, -0.9721, 1.6401], [-4.9259, -0.1916, 2.0634], [-3.6178, -2.2868, 2.0365], [-4.9488, -1.6802, -3.0122], [-6.0401, -0.3270, -3.6642], [-4.1644, 1.2478, -2.8009], [-4.9067, 0.1562, -0.3665], [-0.9240, -1.8302, -2.5602], [-2.6841, -1.7934, -2.5894], [-2.8841, -1.5086, -4.9141], [-1.1517, -1.9137, -4.8616], [-1.7052, -0.4347, -5.6731], [0.0197, 0.5178, -1.4115], [1.2077, -0.6795, 0.0734], [-0.0719, -0.9178, 1.1907], [-0.9464, -2.7268, -0.5518], [0.6910, -2.6127, -1.1473], [1.1443, 1.5163, 0.2181], [0.6161, 1.0302, 1.7922], [-0.1331, 3.4477, 2.1968], [0.5302, 3.8383, 0.6124], [-1.8204, 2.1324, -1.6155], [-0.3805, 2.8978, -1.0725], [-4.4097, 3.7038, -0.0743], [-2.3260, 4.8253, 1.7578], [-2.9981, 1.6129, 1.0675], [-1.3329, 1.9065, 2.9533], [-2.7912, 1.0475, 3.2775], [-1.5745, 0.5029, 5.0271], [0.0797, 0.0209, 4.7886], [-2.1882, -1.6423, 5.5709], [-1.5071, -2.2247, 4.0586], [-1.4169, -3.0813, 7.0046], [0.2454, -3.6406, 6.9960], [-0.8489, -5.4525, 6.0789], [-1.9997, -4.5065, 5.1528], [-0.3199, -4.6366, 4.6108], [-5.6955, -0.8584, 2.0168], [-4.8679, 0.0108, 3.0587], [-3.2296, -2.3055, 2.9199], [-1.5017, -0.4376, 9.3322], [-2.6377, -1.1875, 8.7248], [-2.5827, -2.4000, 8.7188], [-3.5462, -0.5322, 8.2594], [-0.7757, -1.1526, 9.6968], [-1.0771, 0.1922, 8.5603], [-1.9041, 0.1604, 10.1421], [3.5246, 0.1449, -3.7296], [2.8126, 0.5768, -2.4986], [3.0176, 1.6874, -2.0702], [2.0446, -0.2215, -1.9853], [4.1546, 0.9517, -4.0620], [4.1148, -0.7300, -3.4733], [2.7717, -0.0948, -4.4737], [0.4476, 3.3107, 11.2489], [0.0974, 2.3477, 10.1699], [-0.5659, 2.7501, 9.2400], [0.5038, 1.2098, 10.2919], [0.0190, 4.2737, 11.0001], [0.0359, 2.9241, 12.1761], [1.5308, 3.3626, 11.2977], [2.1301, 6.6834, 2.0835], [1.3544, 7.0536, 3.2975], [1.5070, 8.1575, 3.7581], [0.6089, 6.2001, 3.7441], [2.7436, 7.5264, 1.7902], [2.7386, 5.8211, 2.3402], [1.4119, 6.4365, 1.3065], [-2.9899, -3.3449, -9.0328], [-2.5081, -2.5523, -7.8736], [-3.3090, -2.2407, -7.0181], [-1.3299, -2.2644, -7.8456], [-4.0488, -3.5213, -8.9096], [-2.7912, -2.7638, -9.9296], [-2.4368, -4.2729, -9.0401], [-5.5173, -7.2625, -7.8317], [-4.5611, -6.2532, -7.2995], [-3.6672, -5.8752, -8.0322], [-4.7367, -5.8722, -6.1666], [-5.2323, -7.5031, -8.8486], [-5.4569, -8.1357, -7.1898], [-6.5088, -6.8220, -7.7945], [5.8601, 2.5573, -7.0394], [4.7084, 1.7991, -6.4854], [3.6879, 2.4047, -6.2603], [4.8703, 0.6090, -6.2954], [5.5665, 3.5938, -7.1505], [6.6842, 2.4588, -6.3418], [6.1090, 2.1158, -7.9996], [7.6786, 3.1539, -2.8354], [6.5132, 2.4944, -3.4858], [6.4627, 1.2835, -3.4682], [5.6829, 3.2196, -3.9934], [8.3257, 2.3852, -2.4311], [8.1884, 3.7377, -3.5957], [7.2912, 3.7955, -2.0500], [1.2473, 0.1588, -8.5625], [0.7171, 1.4892, -8.1559], [-0.3837, 1.5247, -7.6461], [1.4253, 2.4470, -8.3631], [0.5083, -0.5951, -8.3164], [1.4316, 0.1923, -9.6318], [2.1708, -0.0033, -8.0141], [3.6387, 3.1772, 4.5159], [4.6945, 4.1370, 4.9395], [5.5380, 4.4416, 4.1230], [4.6345, 4.5505, 6.0749], [3.8185, 2.8974, 3.4858], [3.6999, 2.3140, 5.1720], [2.6815, 3.6800, 4.6210]],
  "forces_ev_per_a": [[-0.133, 0.656, 0.090], [-0.017, -0.804, 0.204], [0.555, -0.772, -1.350], [0.651, -0.241, 0.761], [0.197, -0.462, 0.469], [-0.669, 0.749, -2.053], [0.125, 0.167, 0.235], [0.100, 0.176, 0.317], [0.536, 0.447, 0.935], [-0.009, -0.491, 0.520], [0.006, 0.268, -0.352], [-0.564, 0.035, -0.394], [0.371, 0.142, 0.140], [0.206, 0.015, -0.236], [0.113, -0.201, 1.075], [0.001, -0.094, -0.274], [-0.301, -0.097, -0.152], [0.201, -0.149, -0.559], [0.047, 0.428, -0.012], [0.026, 0.088, 0.290], [0.388, -0.900, 0.065], [-0.275, -0.018, 0.533], [-0.144, 0.043, -0.577], [-0.074, 0.610, 0.013], [0.415, -0.382, -0.448], [0.023, 0.335, -0.188], [0.338, 0.223, 0.213], [0.160, -0.022, 0.124], [-0.459, -0.292, 0.554], [0.821, 1.437, -1.178], [0.082, 0.081, 0.042], [0.070, -0.676, 0.646], [-0.402, -0.688, 0.023], [-0.289, 0.184, -0.259], [0.466, -0.299, 0.921], [-0.276, 0.027, -0.282], [0.015, -0.057, 0.196], [0.010, -0.014, -0.293], [-0.185, 0.079, 0.239], [0.132, -0.127, -0.065], [-0.107, 0.028, 0.134], [-0.262, 0.784, -0.276], [-0.340, -0.493, 0.995], [0.242, -0.273, -0.545], [0.172, 0.573, -0.437], [-0.819, -0.259, 1.083], [0.802, 0.030, -1.264], [-0.868, 0.620, 0.356], [0.139, -0.203, 0.374], [0.228, 0.101, 0.640], [-0.068, -0.132, 0.371], [-0.113, -0.085, 0.054], [0.042, -0.072, -0.098], [0.035, 0.086, -0.106], [-0.044, -0.302, -0.405], [0.111, 0.114, -0.154], [-0.399, 0.125, 0.017], [-0.196, 0.022, 0.201], [0.083, -0.196, -0.035], [0.092, 0.035, -0.098], [-0.285, -0.149, 0.130], [-0.120, -0.090, 0.084], [-0.171, 0.011, -0.176], [-0.206, -0.143, 0.034], [0.069, 0.205, -0.043], [-0.258, 0.075, -0.087], [0.089, 0.132, 0.094], [0.167, 0.327, 0.009], [0.009, 0.227, -0.275], [-0.245, -0.055, -0.190], [-0.186, 0.068, -0.069], [0.196, -0.119, -0.132], [0.068, -0.033, 0.271], [0.039, -0.023, -0.141], [-0.051, -0.162, 0.069], [0.226, 0.158, -0.018], [-0.072, -0.149, -0.027], [-0.074, 0.010, -0.100], [0.141, 0.063, -0.034], [-0.151, 0.029, 0.199], [-0.068, 0.406, -0.009], [0.010, -0.498, 0.110], [-0.007, -0.278, -0.010], [0.126, 0.020, 0.127], [-0.107, -0.019, 0.076], [-0.079, 0.068, -0.138], [-0.023, -0.042, -0.012], [-0.082, 0.101, 0.007], [-0.062, 0.083, -0.074], [-0.015, 0.045, -0.005], [0.087, -0.049, -0.175], [-0.016, 0.112, 0.113], [0.043, -0.098, -0.097], [-0.011, 0.096, 0.094], [-0.064, -0.048, -0.001], [-0.036, -0.063, 0.050], [-0.052, 0.178, 0.008], [0.090, 0.134, 0.099], [-0.075, 0.003, -0.129], [0.150, 0.010, 0.092], [-0.024, -0.020, -0.058], [0.080, -0.069, 0.011], [0.007, -0.089, 0.050], [0.125, 0.085, -0.124], [0.041, -0.068, -0.117], [-0.019, 0.104, 0.088], [-0.090, -0.107, 0.026], [-0.015, 0.047, 0.077], [-0.071, -0.069, -0.048], [-0.005, -0.093, 0.028], [-0.060, 0.251, -0.256], [-0.110, -0.033, 0.004], [-0.181, -0.115, -0.206], [0.184, -0.009, -0.054], [-0.016, 0.010, 0.066], [0.102, 0.028, 0.044], [0.106, 0.006, -0.051], [0.015, -0.071, -0.184], [-0.033, -0.120, -0.063], [-0.050, -0.201, 0.093], [-0.016, 0.064, 0.139], [0.049, 0.034, 0.002], [-0.057, 0.042, 0.072], [-0.009, -0.019, 0.104], [0.005, 0.194, -0.116], [0.051, 0.261, -0.082], [-0.157, -0.054, 0.033], [0.063, -0.220, -0.136], [-0.075, -0.009, 0.045], [0.026, -0.130, -0.035], [0.041, -0.088, 0.046], [0.125, -0.096, 0.106], [0.129, 0.145, 0.225], [0.037, -0.087, -0.047], [-0.011, -0.039, -0.095], [-0.037, -0.048, -0.020], [-0.069, 0.082, 0.010], [-0.029, 0.076, -0.069], [-0.110, -0.216, 0.065], [0.048, -0.110, -0.028], [-0.115, 0.016, 0.090], [0.044, 0.105, -0.064], [-0.039, 0.034, 0.017], [0.092, 0.069, 0.012], [0.072, 0.074, -0.055], [-0.028, -0.097, -0.159], [-0.053, -0.096, -0.064], [0.066, 0.067, -0.080], [-0.002, 0.049, 0.140], [0.038, 0.045, -0.012], [-0.044, 0.062, 0.092], [-0.008, -0.018, 0.082]],
  "mulliken_charge": [-0.7455, -0.2105, 0.2205, -1.5307, 1.9054, -1.3158, -0.4056, -0.9156, -1.5987, -0.4687, -1.9018, 0.8606, -0.3958, -0.1718, 0.3706, -0.3288, -0.3089, 0.5919, -0.2886, -0.2828, 0.5869, -0.2287, -0.2278, -0.2561, 1.6972, -0.9316, -0.3836, -0.3556, -1.7037, 0.7885, -0.8360, -0.5249, -0.4953, 0.3394, -2.6291, 0.2515, -0.8635, 0.2439, -0.5189, 0.0510, -1.1425, 0.8052, 0.6346, -0.5937, -0.7589, 0.2809, 0.3047, 0.3537, 0.3111, 0.7275, 0.6746, 0.3050, 0.3425, 0.3457, 0.9527, 1.4122, -0.0606, 0.4417, 0.5116, 0.3308, -0.0695, 0.1608, 0.4221, 0.6457, 0.8231, 0.3197, 0.3437, 0.5547, 0.5543, 1.0231, 0.5001, 0.3659, 0.4813, -0.5508, 0.0548, 0.4277, 0.4537, 0.3087, 0.1143, 0.2446, 0.2768, 0.2731, -0.7833, 0.9599, -0.5884, -0.5565, 0.3169, 0.2885, 0.3553, -0.1904, 0.9469, -0.5721, -0.4456, -0.3656, 0.3263, 0.2926, -0.7368, 0.8365, -0.4922, -0.4982, 0.3094, 0.2967, 0.2905, -0.5478, 0.9020, -0.5320, -0.5380, 0.3156, 0.1772, 0.2351, -0.8746, 0.9574, -0.5222, -0.5705, 0.3075, 0.3368, 0.3162, -0.7037, 0.8061, -0.4958, -0.4992, 0.3103, 0.2820, 0.2929, -0.7966, 0.9658, -0.4901, -0.5485, 0.3083, 0.2676, 0.2972, -0.8446, 0.8646, -0.4865, -0.4528, 0.3153, 0.3009, 0.3052, -0.4001, 0.9621, -0.5423, -0.5321, 0.0555, 0.3015, 0.1962, -0.7136, 0.9065, -0.5329, -0.5420, 0.2753, 0.4036, 0.2209],
  "e_tot_ev": -147523.397,
  "homo_ev": -11.6,
  "lumo_ha": -0.0972,
  "spin_multiplicity": 1,
  "charge": 1
}